Record 1
Entry from the Open Molecules 2025 dataset: 8 unconnected molecules or ions with the total composition C36H94N6O9 at a distorted geometry (ωB97M-V/def2-TZVPD).

The total charge is +4. The HOMO energy comes out at -14.475 eV. For the electronic energy, the calculation gives -2432.29808 Ha. As for the LUMO energy: -0.29168 Eh. The gap between HOMO and LUMO comes out at 6.5382 eV.

Element x y z (Å)
1 C 0.9259 -0.6968 -0.3008
2 O 0.2138 0.2973 0.3649
3 H 0.6418 -0.7899 -1.3715
4 H 2.0136 -0.5044 -0.2730
5 H 0.7993 -1.6980 0.1605
6 C -3.8835 4.0558 -1.0670
7 C -3.4813 2.7713 -1.7986
8 C -2.6790 3.1211 -3.0755
9 N -2.4319 2.0047 -4.0385
10 C -1.9523 2.7078 -5.3124
11 C -1.3590 1.7457 -6.3184
12 C -0.2142 0.9363 -5.7109
13 C -0.6758 0.1884 -4.4705
14 C -1.3197 1.1284 -3.4675
15 C -3.6682 1.2584 -4.4043
16 H -4.9093 4.3780 -1.2406
17 H -3.1702 4.8263 -1.3703
18 H -3.8206 4.0207 0.0219
19 H -4.3568 2.2157 -2.1301
20 H -2.8221 2.2012 -1.1402
21 H -1.7730 3.6114 -2.7234
22 H -3.2885 3.8463 -3.6216
23 H -1.1994 3.4298 -4.9920
24 H -2.8059 3.2486 -5.7151
25 H -0.9275 2.2628 -7.1753
26 H -2.1467 1.0970 -6.7058
27 H 0.6316 1.5858 -5.4777
28 H 0.0723 0.2248 -6.4852
29 H 0.1828 -0.2428 -3.9488
30 H -1.3055 -0.6663 -4.7278
31 H -0.5577 1.8444 -3.1605
32 H -1.7855 0.6239 -2.6235
33 H -4.3752 1.9278 -4.8817
34 H -4.0874 0.7829 -3.5221
35 H -3.3608 0.4403 -5.0486
36 C 2.8840 5.1774 0.6010
37 N 2.2975 3.8265 0.2964
38 C 2.8310 3.3734 -1.0528
39 C 2.9114 2.8345 1.2568
40 C 0.8046 3.6899 0.3106
41 C 0.1026 4.9162 -0.2163
42 O 0.4558 5.0816 -1.5980
43 H 3.9554 5.0711 0.4709
44 H 2.6597 5.3643 1.6486
45 H 2.4916 5.9149 -0.0888
46 H 2.5191 4.0956 -1.7985
47 H 2.5232 2.3558 -1.2560
48 H 3.9100 3.4910 -0.9683
49 H 2.3322 2.9066 2.1768
50 H 3.9247 3.1489 1.4720
51 H 2.8270 1.8336 0.8486
52 H 0.5610 3.5306 1.3608
53 H 0.5158 2.8064 -0.2577
54 H 0.3740 5.8354 0.3070
55 H -0.9835 4.8133 -0.1557
56 H -0.1993 5.6298 -2.0410
57 C 0.3192 2.5289 4.8983
58 N -0.2754 1.2003 5.1633
59 C -0.9533 1.3081 6.5036
60 C -1.4107 0.9858 4.2169
61 C 0.7114 0.0628 5.1943
62 C 1.0519 -0.5038 3.8445
63 O 1.5812 0.4861 3.0026
64 H -0.4451 3.3030 4.8787
65 H 0.8000 2.4707 3.9245
66 H 1.0608 2.7941 5.6474
67 H -1.6647 2.1266 6.4597
68 H -0.2346 1.5793 7.2803
69 H -1.3912 0.3706 6.8360
70 H -2.0984 1.8197 4.2943
71 H -1.8430 0.0058 4.4024
72 H -1.0133 0.9809 3.2001
73 H 0.1532 -0.6613 5.7970
74 H 1.5375 0.3329 5.8504
75 H 0.1686 -0.9547 3.3709
76 H 1.7614 -1.3308 3.9798
77 H 1.2832 0.3225 2.0810
78 C -7.1020 0.2002 1.0410
79 N -5.6532 0.4240 1.4084
80 C -5.3491 1.9007 1.2217
81 C -5.5222 0.1142 2.8509
82 C -4.8353 -0.4754 0.5341
83 C -3.3838 -0.6635 0.9162
84 O -2.6797 0.5620 0.9381
85 H -7.3032 -0.8562 1.1988
86 H -7.2115 0.4265 -0.0165
87 H -7.7436 0.8095 1.6688
88 H -5.3726 2.0446 0.1396
89 H -4.3199 2.0358 1.5316
90 H -6.1898 2.4549 1.6217
91 H -6.1136 0.8231 3.4224
92 H -4.4885 0.1105 3.1820
93 H -5.9244 -0.8865 3.0135
94 H -4.9496 -0.1447 -0.4951
95 H -5.3174 -1.4495 0.6368
96 H -2.9602 -1.2459 0.0868
97 H -3.2200 -1.2309 1.8378
98 H -1.7279 0.3991 0.7403
99 C 0.4020 -4.0556 2.9423
100 N -0.2464 -5.3195 2.4721
101 C -1.7336 -5.2280 2.5332
102 C 0.1070 -5.6082 1.0442
103 C 0.1542 -6.5254 3.3075
104 C 1.6310 -6.8963 3.2691
105 O 2.4215 -5.8451 3.8041
106 H 0.5231 -4.1390 4.0180
107 H -0.2072 -3.1721 2.7624
108 H 1.3558 -3.9768 2.4317
109 H -2.0371 -5.1858 3.5753
110 H -2.1848 -6.0495 1.9851
111 H -2.0293 -4.3199 2.0063
112 H 1.1767 -5.7504 0.9527
113 H -0.2860 -4.7679 0.4716
114 H -0.3980 -6.4908 0.6553
115 H -0.4912 -7.3768 3.0976
116 H -0.0597 -6.2526 4.3441
117 H 1.9621 -7.2152 2.2799
118 H 1.7162 -7.7549 3.9398
119 H 2.9484 -6.1981 4.5277
120 C 4.9034 -0.8262 -3.4036
121 N 4.2969 -2.2023 -3.4126
122 C 4.3399 -2.7709 -2.0122
123 C 2.9145 -2.0287 -3.9009
124 C 5.0034 -3.1497 -4.3519
125 C 6.4497 -3.4549 -4.0253
126 O 7.2381 -2.2706 -3.9248
127 H 5.0066 -0.4983 -4.4340
128 H 5.8803 -0.9389 -2.9517
129 H 4.3131 -0.1659 -2.7749
130 H 5.2765 -2.4356 -1.5706
131 H 4.2338 -3.8446 -2.1036
132 H 3.6022 -2.2545 -1.3996
133 H 2.3719 -1.3666 -3.2295
134 H 2.4203 -3.0011 -3.9195
135 H 2.9047 -1.6162 -4.9068
136 H 4.9930 -2.7555 -5.3673
137 H 4.4354 -4.0742 -4.2640
138 H 6.8678 -4.0447 -4.8470
139 H 6.5856 -4.0697 -3.1293
140 H 8.1613 -2.5384 -3.9906
141 O 5.1598 0.8204 1.8129
142 C 4.7367 -0.3674 1.1803
143 O 4.4230 -1.3529 1.8271
144 O 4.8523 -0.2702 -0.0943
145 H 5.3522 1.1440 0.9041

---

Record 2
Entry from the Open Molecules 2025 dataset: a molecular structure, C25H33BrI3N6O5SW at a distorted geometry (ωB97M-V/def2-TZVPD).

The energy above the lowest of the compared OMol25 structures with the same formula, charge and spin is 59.8 kJ/mol. The total charge is +3. The HOMO energy (spin up / spin down) comes out at -14.975 / -14.975 eV. For the electronic energy, the calculation gives -5608.71961 Ha. As for the LUMO energy (spin up / spin down): -0.30448 / -0.30448 Eh. The gap between HOMO and LUMO (spin up / spin down) comes out at 6.6900 / 6.6896 eV.

Element x y z (Å)
1 W -0.0576 -0.6670 -0.5388
2 I -3.7333 -5.1381 4.5938
3 C -2.5994 -3.7902 3.5101
4 C -2.3969 -2.5029 3.9922
5 C -1.6680 -1.5866 3.2466
6 I -1.4327 0.3163 4.0497
7 C -1.1345 -1.9349 2.0124
8 O -0.4289 -1.0329 1.2578
9 C -1.3102 -3.2495 1.5597
10 C 0.5319 -3.8346 0.1626
11 N 1.2220 -2.5208 0.0364
12 C 2.4845 -2.5677 -0.7125
13 C 2.9468 -1.1709 -1.0271
14 C 4.1888 -0.9837 -1.6159
15 C 4.5547 0.2748 -2.0503
16 C 3.6595 1.3265 -1.8815
17 C 2.4676 1.0728 -1.2469
18 N 2.1048 -0.1458 -0.7924
19 C -2.0440 -4.1623 2.2918
20 H -2.8023 -2.2130 4.9514
21 H 0.6890 -4.4081 -0.7488
22 H 0.9360 -4.3798 1.0204
23 H 1.4649 -2.2472 0.9866
24 H 2.3282 -3.1181 -1.6429
25 H 3.2703 -3.0876 -0.1581
26 H 4.8436 -1.8339 -1.7540
27 H 5.5125 0.4339 -2.5277
28 H 3.8812 2.3221 -2.2382
29 H 1.7489 1.8616 -1.0816
30 H -2.1779 -5.1587 1.8923
31 N 1.7859 4.0751 3.8030
32 C 0.7889 4.5834 2.7924
33 C 0.1032 3.3920 2.1311
34 N 1.0332 2.4384 1.5248
35 C 2.0335 2.0006 2.4974
36 C 2.7862 3.1498 3.1598
37 H 1.2880 3.5684 4.5398
38 H 2.2624 4.8570 4.2576
39 H 1.3522 5.1805 2.0751
40 H 0.0821 5.2304 3.3096
41 H -0.5805 3.7703 1.3704
42 H -0.4983 2.8555 2.8683
43 H 1.5119 2.9111 0.7628
44 H 2.7586 1.3472 2.0118
45 H 1.5184 1.4109 3.2622
46 H 3.3379 3.7478 2.4341
47 H 3.4755 2.8063 3.9295
48 Br -1.7697 4.4514 -2.8188
49 C -2.1184 3.0740 -1.6012
50 C -3.3372 2.9657 -0.9429
51 C -3.4961 1.9423 -0.0212
52 C -2.4675 1.0403 0.1673
53 N -1.3192 1.0992 -0.5254
54 C -1.1342 2.1325 -1.3602
55 H -4.1342 3.6692 -1.1441
56 H -4.4094 1.8371 0.5467
57 H -2.5636 0.2320 0.8774
58 H -0.1790 2.2026 -1.8613
59 C -3.4853 -3.1537 -2.2604
60 S -1.8389 -2.5565 -2.0520
61 O -1.7790 -1.7207 -3.4115
62 O -1.9946 -1.4815 -0.9677
63 O -0.8411 -3.6491 0.3159
64 H -4.1219 -2.3090 -2.5186
65 H -3.7819 -3.6063 -1.3152
66 H -3.4733 -3.8976 -3.0559
67 N 0.3743 -1.7316 -4.4782
68 C -0.5035 -1.0025 -3.6683
69 O 0.1136 -0.8001 -2.4061
70 C -0.8533 0.3418 -4.3037
71 I -2.6682 0.4596 -5.3929
72 H 0.6084 -2.6458 -4.1133
73 H 0.0643 -1.7977 -5.4402
74 H -0.0560 0.6080 -4.9909
75 H -0.9242 1.0980 -3.5342

---

Record 3
Entry from the Open Molecules 2025 dataset: 2 unconnected molecules or ions with the total composition C6H9N2O3S at a distorted geometry (ωB97M-V/def2-TZVPD).

The energy above the lowest of the compared OMol25 structures with the same formula, charge and spin is 0.0 kJ/mol. The total charge is +1. The HOMO energy comes out at -15.347 eV. For the electronic energy, the calculation gives -967.04710 Ha. As for the LUMO energy: -0.25025 Eh. The gap between HOMO and LUMO comes out at 8.5371 eV.

Element x y z (Å)
1 C 1.9948 -0.1006 -0.6651
2 C 2.3610 0.2422 0.7666
3 C -0.1902 -0.9429 0.0533
4 C -0.3633 0.3753 0.9040
5 C -1.2795 -1.4265 -0.8158
6 C -1.5105 0.2444 1.8777
7 N 0.2255 2.0272 -2.4822
8 N -0.0223 1.9845 -1.4035
9 O 2.8133 0.1999 -1.4725
10 O 0.5961 2.0605 -3.5552
11 O 0.8730 -0.7596 -0.9089
12 S 1.2016 0.7777 1.8102
13 H 3.4474 0.0382 0.9937
14 H 0.1921 -1.6534 0.7720
15 H -0.4697 1.2937 0.3552
16 H -1.5051 -0.6698 -1.4958
17 H -2.2114 -1.8013 -0.2695
18 H -0.8643 -2.2804 -1.1968
19 H -1.4739 -0.7987 2.2833
20 H -2.4775 0.4572 1.5588
21 H -1.3370 0.7325 2.8906

---

Record 4
Entry from the Open Molecules 2025 dataset: C2OS in the gas phase at a distorted geometry (ωB97M-V/def2-TZVPD).

The energy above the lowest of the compared OMol25 structures with the same formula, charge and spin is 213.3 kJ/mol. The total charge is 0. The HOMO energy comes out at -9.008 eV. For the electronic energy, the calculation gives -549.47002 Ha. As for the LUMO energy: -0.05756 Eh. The gap between HOMO and LUMO comes out at 7.4414 eV.

Element x y z (Å)
1 C 0.3293 -0.5600 0.2255
2 C 0.7107 1.0246 -0.1651
3 O -0.1308 -1.5719 -0.1833
4 S -0.9092 1.1073 0.1229

---

Record 5
Entry from the Open Molecules 2025 dataset: a molecular structure, C22H24BN7Ti at a distorted geometry (ωB97M-V/def2-TZVPD).

The total charge is 0. The HOMO energy (spin up / spin down) comes out at -6.487 / -7.269 eV. The spin multiplicity is 3. For the electronic energy, the calculation gives -2110.34720 Ha. The expectation value of S² is 2.01. As for the LUMO energy (spin up / spin down): -0.00055 / -0.01337 Eh. The gap between HOMO and LUMO (spin up / spin down) comes out at 6.4719 / 6.9055 eV.

Element x y z (Å)
1 H 0.4942 -1.3505 3.5374
2 N -0.8222 -1.1923 1.8602
3 B -2.6450 -1.7692 0.0556
4 N -1.7202 -2.0668 1.2879
5 C -1.8584 -3.1465 2.0948
6 Ti -0.6025 0.8164 1.6642
7 H -2.6381 -3.8657 1.9030
8 C -0.9719 -3.0203 3.1625
9 H -0.8653 -3.7042 3.9833
10 C -0.3076 -1.8066 2.9805
11 H -3.7144 -2.2645 0.3595
12 C 1.2878 0.8504 -3.8769
13 H 1.4910 1.8987 -3.6175
14 H 0.5304 0.4523 -3.1858
15 H 0.8912 0.8105 -4.9011
16 N -2.3461 -2.4497 -1.3682
17 N -2.8855 -0.2258 -0.0254
18 N -1.1096 -2.6030 -1.9551
19 N -1.9095 0.6854 0.2858
20 C -3.3028 -2.9877 -2.1845
21 C -4.0780 0.4032 -0.0504
22 H -4.3265 -3.0430 -1.8595
23 H -4.9965 -0.1600 -0.1279
24 C -2.6860 -3.4272 -3.3559
25 C -3.8677 1.7662 0.1288
26 C -1.3016 -3.1742 -3.1605
27 C -2.5095 1.9367 0.3694
28 H -3.1531 -3.8862 -4.2031
29 H -4.6098 2.5412 0.1113
30 H -0.5004 -3.4070 -3.8496
31 H -1.9241 2.8365 0.4851
32 H 2.1568 0.2925 -3.8115
33 C 4.7158 -1.4524 1.0136
34 C 3.5230 -2.0090 0.5180
35 C 2.3691 -1.2271 0.4284
36 C 2.4130 0.1177 0.8457
37 C 3.6411 0.7017 1.2367
38 C 4.7793 -0.0910 1.3433
39 N 1.2346 0.8312 0.9839
40 C 1.2747 2.2347 0.8400
41 C 0.3702 2.9885 1.6427
42 C 0.1825 4.3509 1.3279
43 C 0.9477 4.9549 0.3228
44 C 1.9025 4.2111 -0.4012
45 C 2.0675 2.8507 -0.1384
46 H 5.6042 -2.0757 1.1445
47 H 3.4849 -3.0561 0.2077
48 H 1.4266 -1.6375 0.0609
49 H 3.6802 1.7670 1.4824
50 H 5.7052 0.3691 1.6917
51 H -0.0570 2.5672 2.6015
52 H -0.5805 4.9022 1.8879
53 H 0.8033 6.0153 0.0885
54 H 2.5188 4.6860 -1.1669
55 H 2.7940 2.2610 -0.6979

---

Record 6
Entry from the Open Molecules 2025 dataset: a molecular structure, C43H34N8Ti at a distorted geometry (ωB97M-V/def2-TZVPD).

The energy above the lowest of the compared OMol25 structures with the same formula, charge and spin is 10.6 kJ/mol. The total charge is +1. The HOMO energy (spin up / spin down) comes out at -9.452 / -10.625 eV. The spin multiplicity is 2. For the electronic energy, the calculation gives -2946.44663 Ha. The expectation value of S² is 0.76. As for the LUMO energy (spin up / spin down): -0.09968 / -0.10612 Eh. The gap between HOMO and LUMO (spin up / spin down) comes out at 6.7396 / 7.7373 eV.

Element x y z (Å)
1 Ti 0.1345 -0.9078 -0.3907
2 C 0.6204 1.1232 -3.0584
3 N -0.1794 -0.0738 -2.7890
4 C -1.6001 -0.0167 -3.1316
5 C -2.4549 -0.0707 -1.9043
6 N -2.0217 -0.5136 -0.7544
7 C -3.1544 -0.5756 0.0662
8 C -3.3054 -1.0675 1.3621
9 C -4.5616 -0.9895 1.9233
10 C -5.6530 -0.4497 1.2207
11 C -5.5242 0.0038 -0.0759
12 C -4.2533 -0.0866 -0.6300
13 N -3.7732 0.2301 -1.8965
14 C 1.1327 1.7377 -1.7962
15 N 1.2309 1.0891 -0.6640
16 C 1.8733 1.9707 0.2107
17 C 2.3186 1.7797 1.5175
18 C 2.9416 2.8435 2.1331
19 C 3.1337 4.0699 1.4731
20 C 2.7277 4.2601 0.1688
21 C 2.1044 3.1766 -0.4397
22 N 1.6131 2.9999 -1.7272
23 H 0.0662 1.8592 -3.6538
24 H 1.4954 0.8341 -3.6508
25 H 0.2357 -0.8671 -3.2619
26 H -1.8495 -0.9085 -3.7204
27 H -1.8434 0.8561 -3.7485
28 H -2.4788 -1.5128 1.8956
29 H -4.7156 -1.3604 2.9259
30 H -6.6201 -0.4080 1.7002
31 H -6.3688 0.3893 -0.6251
32 H -4.2966 0.5853 -2.6783
33 H 2.1953 0.8328 2.0213
34 H 3.2999 2.7311 3.1461
35 H 3.6276 4.8779 1.9939
36 H 2.8939 5.1952 -0.3432
37 H 1.6473 3.6531 -2.4915
38 C 5.5265 0.2679 -1.2575
39 C 4.9621 -0.0541 -2.4858
40 C 3.7429 -0.7114 -2.5477
41 C 3.0961 -1.0313 -1.3653
42 C 3.6502 -0.7282 -0.1330
43 C 4.8767 -0.0810 -0.0811
44 N 1.7852 -1.6463 -1.3818
45 N 1.6976 -2.5510 -2.2558
46 C 0.4394 -3.1773 -2.2200
47 C 0.2503 -4.2712 -3.0805
48 C -0.9264 -4.9762 -2.9878
49 C -1.8881 -4.5804 -2.0478
50 C -1.6906 -3.4725 -1.2426
51 C -0.5040 -2.7256 -1.3018
52 H 6.4754 0.7827 -1.2175
53 H 5.4772 0.1981 -3.4018
54 H 3.3110 -1.0014 -3.4973
55 H 3.1261 -1.0054 0.7761
56 H 5.3141 0.1527 0.8785
57 H 1.0292 -4.5479 -3.7781
58 H -1.1061 -5.8313 -3.6237
59 H -2.8039 -5.1508 -1.9587
60 H -2.4785 -3.1900 -0.5501
61 C 1.5360 -3.7350 2.6619
62 C 1.1491 -3.1700 3.8705
63 C 0.5157 -1.9391 3.8838
64 C 0.2700 -1.2704 2.6829
65 C 0.6443 -1.8145 1.4453
66 C 1.2820 -3.0624 1.4749
67 C -0.3927 0.0621 2.6549
68 C -0.7275 0.7445 3.8578
69 C -1.3120 1.9658 3.7910
70 C -1.5722 2.5507 2.5293
71 C -2.1692 3.8273 2.4071
72 C -2.3940 4.3723 1.1776
73 C -2.0168 3.6512 0.0241
74 C -1.4395 2.4177 0.1199
75 C -1.2067 1.8242 1.3837
76 N -0.6279 0.5812 1.4653
77 H 2.0303 -4.6971 2.6477
78 H 1.3393 -3.6870 4.8013
79 H 0.2208 -1.5278 4.8397
80 H 1.5820 -3.5323 0.5431
81 H -0.5111 0.2980 4.8139
82 H -1.5735 2.5046 4.6927
83 H -2.4413 4.3637 3.3061
84 H -2.8496 5.3471 1.0825
85 H -2.1887 4.0831 -0.9538
86 H -1.1471 1.8838 -0.7695